The following is a DFT calculation (ωB97M-V/def2-TZVPD) of a single C2H6N4S molecule at a distorted geometry.

Last column: natural (NBO) charge in e.
Element x y z (Å)
S 0.815067 -0.098535 -1.002811  1.061
N 2.566327 1.221436 0.160748  0.063
N 0.256133 0.817761 0.243615  -0.640
N 2.535342 0.415043 -0.782769  -0.519
N 1.670010 1.638214 0.820352  -0.073
C 0.831429 -1.650750 -0.154014  -0.821
C -0.972558 1.580019 0.118247  -0.426
H 1.692085 -1.991079 -0.823676  0.231
H -1.241926 1.955618 -0.959939  0.179
H -0.941070 2.521039 0.718196  0.231
H 0.008263 -2.407719 -0.168132  0.255
H -1.769269 0.879974 0.371076  0.201
H 1.261903 -1.497773 0.855659  0.257

Atoms 1-6, force components in eV/Å:
S -1.4 1.2 1.8
N 0.0 0.2 0.4
N 1.2 0.7 -0.5
N 0.6 -1.8 -2.3
N -2.2 0.9 1.3
C 2.6 -1.5 -0.9

The energy above the lowest of the compared OMol25 structures with the same formula, charge and spin comes out at 483.8 kJ/mol. The calculation puts the orbital gap at 9.37 eV.

***

The following is a DFT calculation (ωB97M-V/def2-TZVPD) of a molecular structure, C16H8Cl5N3O3RuS2.

Last column: natural (NBO) charge in e.
Element x y z (Å)
Ru -0.994996 -0.092219 0.397667  1.129
Cl -3.734626 -3.958899 -0.632924  0.195
Cl -1.614993 -0.499146 2.883172  0.135
Cl -4.684680 -5.826763 1.700364  0.169
Cl -4.070522 -4.954729 4.614051  0.266
Cl -2.534387 -2.340126 5.235572  0.185
S 1.160413 -0.100097 0.264943  0.105
S 4.681421 -1.184498 -1.603268  2.278
O -2.378955 -1.618460 0.262102  -0.622
O 5.627878 -1.674757 -0.663764  -0.851
O 4.533219 -1.722324 -2.908878  -0.854
N -4.036117 2.472923 -0.874792  -0.454
N -2.333248 1.315525 -0.216814  -0.547
N 3.144437 -1.343093 -0.845384  -0.548
C 3.200613 2.359014 -0.886008  -0.185
C -3.586255 -3.991733 3.345956  0.000
C 5.314113 2.822606 -1.965811  -0.149
C -2.940935 3.305108 -1.005071  -0.043
C -3.649255 1.293127 -0.408788  0.247
C -2.872922 -2.766982 3.635542  -0.035
C -1.877182 2.583319 -0.595923  -0.078
C 5.590378 1.464020 -2.101632  -0.154
C -2.477927 -1.984317 2.603506  -0.158
C -3.863613 -4.376174 2.013158  -0.104
C -3.456503 -3.569977 0.979717  -0.083
C 4.138984 3.265435 -1.366973  -0.181
C -2.744879 -2.337164 1.245434  0.429
C 2.701447 -0.184057 -0.629143  0.114
C 4.649325 0.581917 -1.619427  -0.309
C 3.474729 1.012514 -1.025282  -0.082
H -0.840660 2.862782 -0.548262  0.249
H -4.988988 2.717548 -1.105089  0.461
H 3.957065 4.327125 -1.272055  0.240
H -3.016776 4.314099 -1.373058  0.270
H -4.304347 0.457518 -0.229670  0.245
H 6.506697 1.121057 -2.563602  0.260
H 2.290217 2.704284 -0.409499  0.215
H 6.031826 3.545600 -2.330059  0.247

Atoms 1-6, force components in eV/Å:
Ru 0.3 -0.1 -0.6
Cl 0.0 0.0 -0.1
Cl -0.1 -0.1 0.2
Cl 0.0 0.0 0.0
Cl 0.0 -0.1 0.1
Cl 0.0 0.0 0.0

As for the multiplicity: 5. As for the net charge: +2. The calculation puts the orbital gap (spin up / spin down) at 6.14 / 4.97 eV.

***

The following is a DFT calculation (ωB97M-V/def2-TZVPD) of a molecular structure, C9H16ClF8O3S2V at a distorted geometry.

Last column: natural (NBO) charge in e.
Element x y z (Å)
V -0.236293 -2.686861 -3.790690  1.515
Cl -0.254183 -1.378261 -1.736810  -0.639
S -0.334193 0.594919 -5.409290  1.218
S -0.267003 3.853959 -0.705350  1.188
F 3.468117 -4.337871 4.945810  -0.296
F -2.133034 -0.052401 1.431270  -0.335
F -1.275664 -3.149931 2.731590  -0.317
F 0.812276 -3.614791 4.637990  -0.321
F 1.628467 -3.854981 2.613800  -0.329
F 3.917846 -2.547271 3.655590  -0.338
F -1.745513 -1.440091 3.836760  -0.303
F -3.464843 -1.681701 1.793520  -0.303
O -0.333384 -0.710461 -4.650770  -1.079
O 1.244357 -1.813001 3.609790  -0.519
O 0.772476 4.831289 -0.152900  -0.938
C 3.063416 -3.152021 4.515800  0.503
C -1.371323 3.169169 0.655560  -0.831
C -1.219473 -1.836101 2.715320  0.601
C -1.873783 1.633179 -4.968750  -0.743
C -2.205873 -1.344261 1.605530  0.526
C 1.701767 -3.122341 3.781120  0.847
C 0.735316 2.337579 -0.945030  -0.833
C 0.281447 -1.459141 2.535380  -0.132
C 1.035117 1.668899 -4.730240  -0.813
H 3.194236 -2.459611 5.347400  0.164
H 0.624106 -1.890871 1.595020  0.208
H 0.488046 -0.389151 2.558650  0.226
H -2.726784 1.174449 -5.468810  0.254
H -0.868623 3.055389 1.616000  0.242
H 1.203577 1.450419 -3.675730  0.257
H -1.616333 2.637059 -5.306440  0.253
H -2.049153 1.684499 -3.894180  0.250
H 0.728307 2.714549 -4.754290  0.256
H 1.270996 2.055719 -0.038550  0.245
H -1.833294 2.198929 0.473030  0.237
H 1.476966 2.542519 -1.717070  0.225
H 0.136496 1.436799 -1.079560  0.223
H 2.034937 1.651439 -5.164010  0.270
H -2.113623 3.924829 0.912580  0.243
H -1.895893 -1.694471 0.620970  0.117

Atoms 1-6, force components in eV/Å:
V -0.1 3.7 1.3
Cl 0.0 -1.6 -1.3
S 0.1 2.0 -0.8
S 1.5 0.0 1.4
F -0.1 -0.8 -0.8
F 0.1 3.2 0.6

As for the multiplicity: 4. As for the net charge: +1. The calculation puts the orbital gap (spin up / spin down) at 4.86 / 5.41 eV.

***

The following is a DFT calculation (ωB97M-V/def2-TZVPD) of a gas-phase ion, C4H10NO (charge -1) at a distorted geometry.

Last column: natural (NBO) charge in e.
Element x y z (Å)
O -0.525675 -2.070557 0.330037  -0.971
N -0.660702 0.501245 -0.784743  -0.655
C -0.517348 -0.327688 -1.980024  -0.414
C 0.417513 1.371821 1.235115  -0.610
C 0.231215 -1.145763 0.973530  -0.033
C 0.367930 0.218307 0.222839  -0.077
H -1.122895 0.066285 -2.798635  0.151
H -0.384274 1.243368 1.966461  0.186
H 0.250633 2.312258 0.719660  0.196
H -0.210396 -0.941986 1.984248  0.070
H -0.832997 -1.365399 -1.808708  0.230
H -1.534886 0.223859 -0.354868  0.353
H 0.525877 -0.303083 -2.316992  0.168
H 1.291490 -1.469632 1.163254  0.070
H 1.324440 0.337831 -0.296795  0.147
H 1.380072 1.349134 1.745620  0.189

Atoms 1-6, force components in eV/Å:
O 0.3 0.2 0.1
N 0.0 -0.1 0.1
C -0.2 -0.3 -0.2
C -0.5 -0.4 -0.2
C -0.5 -0.9 -0.6
C 0.2 1.0 0.3

As for the SMILES: CN[C@@H](C)C[O-]. The energy above the lowest of the compared OMol25 structures with the same formula, charge and spin comes out at 62.4 kJ/mol. As for the net charge: -1. The calculation puts the orbital gap at 6.69 eV.

***

The evaluated molar mass for the records listed, in turn: 118.2, 632.7, 474.7, 88.1 g mol⁻¹.